w.
Entry from OMol25: 2 unconnected molecules or ions with the total composition CHF2O3S (ωB97M-V with the def2-TZVPD basis set).

Computed properties:
Highest occupied orbital energy (alpha / beta), eV: -3.475 / -4.882
Charge: -1
Kohn-Sham gap (alpha / beta), eV: 7.500 / 8.656
E_LUMO (alpha / beta), Ha: 0.148 / 0.139

```
8
CHF2O3S, DFT ωB97M-V with the def2-TZVPD basis set
C 1.562 0.372 0.382
O -2.523 -0.103 0.690
O -2.307 -1.681 -1.094
O -0.619 0.121 -0.804
F 2.510 -0.225 -0.302
F 1.803 1.730 0.302
S -1.999 -0.305 -0.611
H 1.573 0.091 1.437
```

What are the Mulliken partial charges on each atom? They are as follows, in elementary charge units: C 0.267; O -0.503; O -0.557; O -0.459; F -0.203; F -0.240; S 0.542; H 0.153



x.
Entry from OMol25: 2 unconnected molecules or ions with the total composition CHF2O3S (ωB97M-V with the def2-TZVPD basis set).

Computed properties:
Highest occupied orbital energy (alpha / beta), eV: -3.059 / -5.208
Charge: -1
Kohn-Sham gap (alpha / beta), eV: 6.478 / 9.014
E_LUMO (alpha / beta), Ha: 0.126 / 0.140

```
8
CHF2O3S, DFT ωB97M-V with the def2-TZVPD basis set
C -1.761 0.330 -0.290
O 2.956 0.714 0.087
O 2.357 -1.618 -0.074
O 0.785 0.108 0.873
F -2.447 0.491 0.869
F -2.374 0.971 -1.443
S 2.112 -0.336 0.597
H -1.629 -0.660 -0.619
```

What are the Mulliken partial charges on each atom? They are as follows, in elementary charge units: C 0.199; O -0.510; O -0.529; O -0.415; F -0.176; F -0.263; S 0.487; H 0.208



According to the calculations, the structures order from most to least stable as w, x.



w.
Entry from OMol25: a single C5H5ClFN molecule (ωB97M-V with the def2-TZVPD basis set).

Computed properties:
Highest occupied orbital energy (alpha / beta), eV: -8.632 / -8.633
Charge: 0
Kohn-Sham gap (alpha / beta), eV: 8.244 / 8.245
E_LUMO (alpha / beta), Ha: -0.014 / -0.014

```
13
C5H5ClFN, DFT ωB97M-V with the def2-TZVPD basis set
C -0.425 0.505 -1.765
C 0.764 1.010 -1.388
C 1.266 -0.061 0.668
C -0.154 -0.317 1.389
C -1.212 -0.590 0.385
N 1.580 0.517 -0.396
F -2.346 0.018 0.691
Cl -1.551 -2.228 -0.111
H -1.012 0.696 -2.552
H 1.396 1.528 -2.117
H 2.041 -0.543 1.196
H 0.122 -1.145 1.989
H -0.469 0.609 2.011
```

What are the Mulliken partial charges on each atom? They are as follows, in elementary charge units: C -0.507; C -0.150; C -0.023; C -0.442; C 0.259; N -0.451; F -0.225; Cl -0.152; H 0.406; H 0.309; H 0.412; H 0.326; H 0.239



x.
Entry from OMol25: a single C5H5ClFN molecule (ωB97M-V with the def2-TZVPD basis set).

Computed properties:
Highest occupied orbital energy, eV: -8.569
Charge: 0
Kohn-Sham gap, eV: 9.355
E_LUMO, Ha: 0.029
SMILES: C=N/C=C\C=C(\F)Cl

```
13
C5H5ClFN, DFT ωB97M-V with the def2-TZVPD basis set
C -1.590 -0.869 -0.153
N -1.575 0.377 -0.262
C -0.817 1.272 0.352
C 0.513 1.243 0.245
C 1.283 0.273 -0.479
C 1.444 -0.916 -0.008
F 1.814 -1.944 -0.762
Cl 1.093 -1.382 1.605
H -2.178 -1.547 -0.910
H -1.232 -1.361 0.721
H -1.236 2.203 0.692
H 1.091 2.103 0.547
H 1.389 0.549 -1.588
```

What are the Mulliken partial charges on each atom? They are as follows, in elementary charge units: C -0.254; N -0.434; C -0.029; C -0.462; C -0.244; C 0.308; F -0.251; Cl -0.136; H 0.223; H 0.300; H 0.373; H 0.324; H 0.281



According to the calculations, the structures order from most to least stable as x, w.



w.
Entry from OMol25: 2 unconnected molecules or ions with the total composition C3H10N3 (ωB97M-V with the def2-TZVPD basis set).

Computed properties:
Highest occupied orbital energy (alpha / beta), eV: -9.602 / -14.587
Charge: +1
Kohn-Sham gap (alpha / beta), eV: 6.067 / 7.954
E_LUMO (alpha / beta), Ha: -0.130 / -0.244
Multiplicity: 3

```
16
C3H10N3, DFT ωB97M-V with the def2-TZVPD basis set
C -1.370 -1.811 -1.327
C -2.136 -0.740 -1.317
C 2.246 0.841 0.386
N 1.149 0.860 -0.247
N 2.637 1.037 1.672
N -0.091 0.840 0.403
H -1.501 -2.856 -1.079
H -0.391 -1.767 -1.827
H -1.808 0.156 -1.791
H -3.190 -0.871 -0.851
H 3.070 0.752 -0.382
H 3.619 0.964 1.912
H 2.054 1.371 2.444
H -0.560 -0.124 0.305
H -0.954 1.266 -0.096
H -0.014 1.068 1.368
```

What are the Mulliken partial charges on each atom? They are as follows, in elementary charge units: C -0.692; C -0.773; C 0.215; N -0.534; N -0.358; N -0.150; H 0.342; H 0.354; H 0.560; H 0.289; H 0.306; H 0.238; H 0.180; H 0.273; H 0.449; H 0.302



x.
Entry from OMol25: 2 unconnected molecules or ions with the total composition C3H10N3 (ωB97M-V with the def2-TZVPD basis set).

Computed properties:
Highest occupied orbital energy (alpha / beta), eV: -10.079 / -15.196
Charge: +1
Kohn-Sham gap (alpha / beta), eV: 7.045 / 9.257
E_LUMO (alpha / beta), Ha: -0.112 / -0.218
Multiplicity: 3

```
16
C3H10N3, DFT ωB97M-V with the def2-TZVPD basis set
C 1.716 0.263 0.793
C 0.566 0.545 -0.115
C -0.744 -0.139 -0.238
N -0.629 -1.494 -0.063
N -1.894 0.431 0.387
N 1.697 -0.345 -0.529
H 2.394 1.035 1.018
H 1.645 -0.467 1.633
H 0.551 1.549 -0.602
H -0.741 0.099 -1.985
H -1.647 -1.775 -0.216
H -0.417 -1.828 0.880
H -2.238 1.328 0.066
H -2.691 -0.200 0.243
H 2.371 0.035 -1.208
H 1.224 -1.326 -0.531
```

What are the Mulliken partial charges on each atom? They are as follows, in elementary charge units: C -0.550; C -0.152; C 0.125; N -0.574; N -0.475; N -0.194; H 0.324; H 0.226; H 0.419; H 0.082; H 0.288; H 0.222; H 0.253; H 0.259; H 0.333; H 0.415



According to the calculations, the structures order from most to least stable as x, w.



w.
Entry from OMol25: 2 unconnected molecules or ions with the total composition C3H13N2O (ωB97M-V with the def2-TZVPD basis set).

Computed properties:
Highest occupied orbital energy, eV: -13.248
Charge: +1
Kohn-Sham gap, eV: 10.060
E_LUMO, Ha: -0.117

```
19
C3H13N2O, DFT ωB97M-V with the def2-TZVPD basis set
N 0.199 -0.744 -1.158
C -0.100 -0.810 0.316
C 1.067 -0.161 1.033
C -1.420 -0.100 0.595
N -1.602 0.141 2.013
H -0.578 -0.988 -1.784
H 0.516 0.218 -1.375
H 1.047 -1.290 -1.299
H -0.199 -1.841 0.613
H 1.013 0.924 0.881
H 1.001 -0.318 2.103
H 2.018 -0.513 0.653
H -2.252 -0.662 0.122
H -1.453 0.850 0.044
H -1.659 -0.721 2.532
H -2.437 0.681 2.177
H 1.247 2.161 -3.078
H 2.167 1.738 -1.925
O 1.426 1.434 -2.465
```

What are the Mulliken partial charges on each atom? They are as follows, in elementary charge units: N -0.227; C 0.145; C -1.370; C -0.798; N -0.507; H 0.359; H 0.312; H 0.368; H 0.341; H 0.348; H 0.395; H 0.442; H 0.352; H 0.407; H 0.214; H 0.249; H 0.319; H 0.328; O -0.677



x.
Entry from OMol25: 2 unconnected molecules or ions with the total composition C3H13N2O (ωB97M-V with the def2-TZVPD basis set).

Computed properties:
Highest occupied orbital energy, eV: -13.242
Charge: +1
Kohn-Sham gap, eV: 10.159
E_LUMO, Ha: -0.113

```
19
C3H13N2O, DFT ωB97M-V with the def2-TZVPD basis set
C -0.537 -1.589 -0.659
N -0.638 -1.924 -2.056
C -0.976 -0.138 -0.444
N 0.045 0.697 0.423
C 0.143 2.098 -0.082
H -1.182 -2.176 0.039
H 0.442 -1.890 -0.289
H -1.373 -2.534 -2.350
H 0.191 -2.362 -2.444
H -1.066 0.343 -1.442
H -1.939 0.126 0.047
H 0.969 0.308 0.561
H -0.339 0.651 1.358
H 1.072 2.556 0.258
H 0.125 1.931 -1.178
H -0.697 2.727 0.409
H 2.303 1.070 2.378
H 1.839 -0.288 3.054
O 1.620 0.395 2.416
```

What are the Mulliken partial charges on each atom? They are as follows, in elementary charge units: C -0.364; N -0.600; C -0.675; N -0.221; C -0.858; H 0.277; H 0.386; H 0.210; H 0.238; H 0.365; H 0.381; H 0.482; H 0.360; H 0.335; H 0.364; H 0.315; H 0.311; H 0.300; O -0.607



According to the calculations, the structures order from most to least stable as w, x.



w.
Entry from OMol25: 2 unconnected molecules or ions with the total composition C7H14N3O2 (ωB97M-V with the def2-TZVPD basis set).

Computed properties:
Highest occupied orbital energy, eV: -12.983
Charge: +1
Kohn-Sham gap, eV: 9.434
E_LUMO, Ha: -0.130

```
26
C7H14N3O2, DFT ωB97M-V with the def2-TZVPD basis set
C -0.275 0.016 -0.947
C 2.438 -0.886 1.032
C 1.841 -2.168 0.557
C 1.880 0.070 0.022
C 0.420 -1.949 0.388
C -1.918 0.444 -2.763
C -2.074 1.116 0.962
N 0.603 -0.530 -0.185
N -0.894 -0.001 -1.941
N -1.362 2.122 1.028
O -1.838 2.931 2.040
O -0.361 2.316 0.402
H 2.098 -0.751 2.037
H 3.487 -0.884 0.985
H 2.239 -2.347 -0.497
H 2.191 -3.085 1.114
H 1.888 1.189 0.359
H 2.648 0.013 -0.854
H 0.101 -2.678 -0.300
H -0.116 -1.802 1.368
H -1.962 1.577 -2.629
H -1.811 0.064 -3.813
H -2.901 0.043 -2.270
H -1.703 0.365 0.221
H -3.014 0.988 1.613
H -1.605 3.828 2.069
```

What are the Mulliken partial charges on each atom? They are as follows, in elementary charge units: C 0.228; C -0.739; C -0.581; C -0.452; C -0.431; C -0.752; C -0.459; N 0.268; N -0.027; N 0.894; O -0.474; O -0.699; H 0.306; H 0.407; H 0.267; H 0.363; H 0.279; H 0.294; H 0.353; H 0.278; H 0.320; H 0.290; H 0.296; H 0.108; H 0.310; H 0.352



x.
Entry from OMol25: a gas-phase ion, C7H14N3O2 (charge +1) (ωB97M-V with the def2-TZVPD basis set).

Computed properties:
Highest occupied orbital energy, eV: -13.449
Charge: +1
Kohn-Sham gap, eV: 9.976
E_LUMO, Ha: -0.128
SMILES: CC(C)(C)NNC(=O)/[NH+]=C1\CO1

```
26
C7H14N3O2, DFT ωB97M-V with the def2-TZVPD basis set
C -2.641 0.745 0.520
C -1.483 -0.100 0.001
C -1.217 0.267 -1.460
C -1.989 -1.578 0.069
N -0.311 0.171 0.883
N 0.406 1.369 0.577
C 1.500 1.514 -0.130
O 2.028 2.486 -0.571
N 2.236 0.287 -0.677
C 3.019 -0.577 -0.187
C 3.624 -1.198 1.002
O 3.838 -1.468 -0.455
H -3.355 0.614 -0.262
H -2.905 0.292 1.534
H -2.342 1.752 0.481
H -0.760 1.257 -1.537
H -2.083 0.217 -2.054
H -0.514 -0.509 -1.746
H -2.135 -1.750 1.129
H -3.019 -1.562 -0.399
H -1.357 -2.203 -0.507
H -0.643 0.177 1.814
H -0.162 2.186 0.658
H 2.340 0.390 -1.671
H 3.340 -1.995 1.620
H 4.585 -0.781 1.367
```

What are the Mulliken partial charges on each atom? They are as follows, in elementary charge units: C -1.537; C 0.877; C -1.603; C -1.374; N -0.315; N -0.046; C 0.278; O -0.500; N 0.023; C 0.649; C -0.296; O -0.338; H 0.414; H 0.428; H 0.497; H 0.330; H 0.482; H 0.403; H 0.428; H 0.328; H 0.394; H 0.326; H 0.321; H 0.320; H 0.282; H 0.231



y.
Entry from OMol25: a molecular structure, C7H14N3O2 (ωB97M-V with the def2-TZVPD basis set).

Computed properties:
Highest occupied orbital energy, eV: -13.264
Charge: +1
Kohn-Sham gap, eV: 10.353
E_LUMO, Ha: -0.107

```
26
C7H14N3O2, DFT ωB97M-V with the def2-TZVPD basis set
C -0.282 1.404 -1.172
C -0.685 -1.301 -1.377
C 1.577 0.251 1.550
C 1.188 -1.241 1.642
C 0.963 -0.479 0.369
C -1.512 -0.019 0.748
C -0.391 -0.236 -0.276
N -0.537 -2.573 -0.969
N -0.962 1.435 -2.289
N 0.309 2.390 -0.643
O -1.058 -0.987 -2.555
O -0.682 2.545 -3.159
H 0.889 0.830 2.163
H 2.589 0.460 1.407
H 1.756 -2.089 1.643
H 0.467 -1.566 2.309
H 1.753 -0.447 -0.418
H -2.275 0.575 0.143
H -2.017 -0.947 1.241
H -1.216 0.567 1.612
H -0.614 -2.887 -0.003
H -0.911 -3.382 -1.628
H -1.214 0.227 -2.552
H 0.995 2.138 0.082
H 0.531 3.160 -1.246
H -1.146 2.285 -3.999
```

What are the Mulliken partial charges on each atom? They are as follows, in elementary charge units: C 0.151; C 0.200; C -0.697; C -0.959; C -0.672; C -1.477; C 1.430; N -0.357; N -0.146; N -0.300; O -0.600; O -0.460; H 0.316; H 0.387; H 0.337; H 0.338; H 0.474; H 0.423; H 0.299; H 0.335; H 0.280; H 0.350; H 0.428; H 0.252; H 0.310; H 0.360



According to the calculations, the structures order from most to least stable as y, x, w.



w.
Entry from OMol25: a single C3H3Br molecule (ωB97M-V with the def2-TZVPD basis set).

Computed properties:
Highest occupied orbital energy, eV: -8.269
Charge: 0
Kohn-Sham gap, eV: 7.699
E_LUMO, Ha: -0.021

```
7
C3H3Br, DFT ωB97M-V with the def2-TZVPD basis set
C 0.064 -0.131 -0.133
C 1.423 -0.524 -0.032
C -1.112 0.018 0.435
Br 2.779 0.562 -0.427
H 0.143 -0.116 -1.227
H -2.001 -0.061 -0.094
H -1.296 0.252 1.479
```

What are the Mulliken partial charges on each atom? They are as follows, in elementary charge units: C 0.274; C -0.333; C -0.662; Br 0.038; H 0.193; H 0.260; H 0.231



x.
Entry from OMol25: 2 unconnected molecules or ions with the total composition C3H3Br (ωB97M-V with the def2-TZVPD basis set).

Computed properties:
Highest occupied orbital energy (alpha / beta), eV: -6.916 / -6.914
Charge: 0
Kohn-Sham gap (alpha / beta), eV: 5.992 / 5.842
E_LUMO (alpha / beta), Ha: -0.034 / -0.039

```
7
C3H3Br, DFT ωB97M-V with the def2-TZVPD basis set
C 0.261 -0.527 -0.639
C -1.900 -1.181 1.114
C 0.924 0.555 -0.076
Br -2.788 -0.953 -0.485
H 0.453 1.040 0.708
H 1.385 1.235 -0.854
H 1.664 -0.169 0.232
```

What are the Mulliken partial charges on each atom? They are as follows, in elementary charge units: C -0.193; C -0.135; C -0.503; Br 0.014; H 0.290; H 0.268; H 0.260



According to the calculations, the structures order from most to least stable as w, x.